C21H17AuBrF4NO8P3 | the ωB97M-V functional and the def2-TZVPD basis

The geometry in XYZ format:
```
56
Properties=species:S:1:pos:R:3:forces:R:3
Au 1.229091 0.184200 -0.937192 -0.329 -0.164 0.130
C 5.525365 0.108832 1.817037 0.163 0.035 -0.036
C 4.572125 0.492204 0.702176 -0.303 0.134 -0.210
O 5.221106 1.381642 -0.202086 -0.010 -0.306 0.100
P 3.983842 -0.945771 -0.233742 0.614 -0.346 -0.125
O 5.245053 -1.760155 -0.691282 -0.306 0.344 0.051
O 3.225451 -1.933710 0.729791 -0.159 -0.052 -0.153
O 3.147704 -0.486409 -1.426181 0.224 -0.239 0.164
P 3.068706 1.375776 1.340028 -0.122 0.320 0.040
O 2.225766 0.225291 2.147033 0.062 -0.038 -0.143
O 3.388453 2.514048 2.197244 -0.060 -0.138 -0.168
O 2.235361 1.602898 0.043225 -0.016 0.317 0.622
H 6.429693 -0.333509 1.400357 -0.021 -0.007 -0.019
H 5.063329 -0.609639 2.494034 0.012 0.022 0.036
H 5.799950 1.006434 2.368891 -0.053 0.007 0.014
H 4.621597 1.617780 -0.925505 0.004 0.045 0.117
H 5.101288 -2.460185 -1.341997 0.004 -0.038 -0.083
H 2.582406 -1.522353 1.335738 0.081 0.106 0.074
H 2.252934 0.415882 3.094928 -0.001 -0.010 0.046
F -4.292043 4.219181 2.619727 0.066 -0.055 -0.035
C -3.539087 3.368953 1.948645 -0.121 0.127 0.102
C -3.980662 2.081411 1.725345 -0.194 -0.065 0.073
F -5.161371 1.690755 2.182227 0.075 0.018 -0.022
C -3.187511 1.201614 1.017026 0.059 -0.034 0.001
F -3.690976 -0.019667 0.822858 -0.019 0.026 -0.058
C -1.935586 1.562719 0.513520 0.200 0.047 0.178
P -1.073379 0.253704 -0.436036 0.059 0.443 -0.198
C -1.282088 -1.219284 0.559522 0.043 -0.197 0.074
C -1.115024 -1.086044 1.940525 0.062 0.017 -0.084
C -1.273740 -2.188575 2.761899 0.030 -0.013 -0.002
C -1.603584 -3.419184 2.210564 -0.031 -0.036 -0.023
C -1.750493 -3.557192 0.836018 0.024 -0.008 0.018
C -1.578917 -2.464939 0.002062 0.051 0.153 0.040
C -1.939215 0.257809 -2.007827 0.034 -0.077 -0.090
C -1.428376 1.057584 -3.031027 -0.004 0.024 0.079
C -2.080713 1.116867 -4.249004 -0.011 0.018 0.022
C -3.235055 0.371515 -4.450530 -0.020 -0.008 -0.014
C -3.746245 -0.415994 -3.430584 -0.042 -0.012 0.022
C -3.106518 -0.475931 -2.200864 0.013 0.050 -0.001
C -1.526467 2.889106 0.718159 -0.101 -0.197 -0.116
Br 0.023393 3.595908 -0.026984 0.162 0.095 -0.169
C -2.315017 3.765673 1.440762 0.025 0.085 0.027
F -1.928780 5.016054 1.647257 -0.014 -0.034 -0.030
H -0.868722 -0.122155 2.371513 -0.019 -0.011 0.011
H -1.146706 -2.086979 3.831402 -0.024 0.005 -0.005
H -1.752893 -4.275155 2.855521 0.030 0.002 -0.009
H -1.998152 -4.519917 0.409379 -0.003 0.007 0.012
H -1.677121 -2.573993 -1.068212 -0.012 -0.006 -0.014
H -0.519851 1.630283 -2.878200 -0.019 -0.003 -0.020
H -1.687823 1.739792 -5.041216 0.009 -0.019 0.008
H -3.737395 0.403521 -5.408241 -0.002 0.015 0.013
H -4.650308 -0.988978 -3.586824 0.009 -0.003 -0.010
H -3.519538 -1.086601 -1.410651 0.001 -0.004 0.007
O 1.748347 -3.143660 -2.705574 0.091 -0.049 -0.116
C 1.173174 -2.195413 -2.365219 -0.325 0.292 0.309
N 0.465219 -1.256044 -2.029433 0.137 -0.587 -0.433
```
Positions in Å, forces in eV/Å.

Summary:
E, Ha: -5600.30340
E_LUMO, eV: -5.1
Kohn-Sham gap, eV: 7.186
Energy above the lowest of the compared OMol25 structures with the same formula, charge and spin, kJ/mol: 0.6
Total charge: +1
E_HOMO, eV: -12.332